No. 1
Below is a structure of composition H24HeO12 in a non-equilibrium geometry, with properties calculated with ωB97M-V/def2-TZVPD.

The geometry in XYZ format:
```
37
Properties=species:S:1:pos:R:3
He -7.3684 -2.9199 17.7855
O -4.2978 0.0424 19.0503
H -4.8207 -0.7244 18.8162
H -3.4312 -0.3106 19.2522
O -4.7426 -3.3329 17.6374
H -5.2264 -3.5355 18.4380
H -5.1158 -3.9168 16.9771
O -7.4584 -6.8788 19.4907
H -7.8385 -6.3544 18.7858
H -7.6174 -6.3664 20.2834
O -9.2368 0.2263 18.7266
H -8.8961 -0.1253 17.9040
H -8.5018 0.7102 19.1033
O -6.0830 -5.2385 15.8305
H -6.0152 -6.1449 16.1308
H -7.0163 -5.0346 15.8917
O -10.8902 -2.8952 15.3561
H -10.8098 -3.7175 14.8729
H -9.9917 -2.6697 15.5973
O -6.0640 -1.4212 15.1162
H -5.9075 -2.1319 14.4944
H -5.4333 -1.5746 15.8196
O -9.1943 -3.6321 21.2221
H -8.6535 -4.1004 21.8580
H -9.6180 -4.3228 20.7125
O -6.5877 -2.8109 20.1243
H -6.2289 -3.0687 20.9735
H -7.4585 -3.2075 20.1013
O -8.4364 -1.1392 16.2749
H -8.8379 -0.4364 15.7639
H -7.5749 -1.2634 15.8767
O -6.2381 -0.1226 21.4579
H -6.2902 -0.9003 20.9022
H -6.8171 -0.3154 22.1954
O -8.8534 -5.3183 16.9624
H -9.6226 -5.3246 17.5320
H -8.9181 -6.1321 16.4627
```

Properties
HOMO-LUMO gap (eV): 9.84
E (eV): -25038.7773
Spin multiplicity: 1

=====

No. 2
Below is a structure of composition H24HeO12 in a non-equilibrium geometry, with properties calculated with ωB97M-V/def2-TZVPD.

The geometry in XYZ format:
```
37
Properties=species:S:1:pos:R:3
He 3.1772 -10.5673 -7.9763
O 0.8080 -9.1175 -10.1565
H 0.9091 -8.4750 -9.4542
H -0.0936 -9.0044 -10.4573
O 2.9331 -9.6248 -5.2361
H 3.1511 -8.8181 -4.7692
H 1.9774 -9.6686 -5.2062
O 6.8350 -11.1659 -7.4768
H 7.7155 -10.7941 -7.5291
H 6.5556 -11.2500 -8.3885
O 4.1441 -12.0165 -5.4366
H 3.7315 -12.4125 -6.2042
H 3.7582 -11.1423 -5.3810
O -0.6423 -11.0675 -7.8760
H -0.2371 -11.9296 -7.9693
H -0.1902 -10.5191 -8.5172
O 4.9701 -12.2338 -10.0182
H 4.0930 -12.0644 -10.3620
H 5.2971 -12.9637 -10.5441
O 1.1928 -7.0788 -8.3016
H 0.9568 -6.1559 -8.2080
H 2.1066 -7.1226 -8.0200
O 2.6022 -11.1126 -11.0612
H 2.1000 -10.3221 -10.8635
H 2.2108 -11.4504 -11.8667
O 5.9372 -8.6240 -6.5288
H 6.2631 -8.3959 -7.3995
H 6.3041 -9.4908 -6.3548
O 3.9716 -6.8468 -6.9956
H 4.6408 -7.5264 -6.9145
H 3.3773 -7.0066 -6.2624
O 5.3416 -9.2238 -10.7432
H 4.8127 -8.9841 -11.5042
H 4.9604 -10.0461 -10.4354
O 3.1610 -13.0981 -7.7584
H 3.4745 -13.0490 -8.6615
H 2.2095 -13.1665 -7.8381
```

Properties
HOMO-LUMO gap (eV): 9.48
E (eV): -25039.1884
Spin multiplicity: 1

=====

No. 3
Below is a structure of composition H24NeO12 in a non-equilibrium geometry, with properties calculated with ωB97M-V/def2-TZVPD.

The geometry in XYZ format:
```
37
Properties=species:S:1:pos:R:3
Ne 0.2388 1.8844 5.8124
O -0.6321 1.7070 2.5551
H -0.6887 2.3126 1.8160
H -0.4940 2.2700 3.3167
O 0.0182 -1.5933 7.2219
H 0.1398 -1.7399 6.2838
H 0.8983 -1.4142 7.5528
O 1.5890 -0.0559 3.4039
H 1.1546 0.5814 2.8371
H 0.8773 -0.5969 3.7463
O -1.1658 4.6354 6.1135
H -0.8043 4.0574 6.7854
H -1.9882 4.2188 5.8559
O -1.2806 2.5209 8.1114
H -0.4620 2.1317 8.4191
H -1.8607 1.7741 7.9634
O -3.3928 1.3826 3.0263
H -2.4372 1.4193 2.9853
H -3.6175 1.8626 3.8234
O 1.0619 1.3565 9.0343
H 1.0379 0.4024 8.9610
H 0.9045 1.5299 9.9624
O 3.1481 1.6403 5.0183
H 4.0241 1.2571 5.0624
H 2.6055 0.9545 4.6291
O 2.6679 3.4493 3.1177
H 2.5959 4.3455 3.4459
H 2.8082 2.9174 3.9010
O -1.6390 5.3218 3.4389
H -2.2245 4.6243 3.1442
H -1.4308 5.0935 4.3449
O 2.7376 3.1826 7.7323
H 2.1221 2.6742 8.2604
H 2.7808 2.7155 6.8979
O -3.2662 2.8426 5.4777
H -3.1062 2.0650 6.0124
H -3.9879 3.2919 5.9176
```

Properties
HOMO-LUMO gap (eV): 10.18
E (eV): -28468.9828
Spin multiplicity: 1

=====

No. 4
Below is a cluster of 12 separate species, H24O12 in total, with properties calculated with ωB97M-V/def2-TZVPD.

The geometry in XYZ format:
```
36
Properties=species:S:1:pos:R:3
O -10.6147 19.4346 -3.1805
H -10.1389 20.0788 -3.7136
H -11.4002 19.8830 -2.8411
O -12.1221 16.4315 0.1100
H -11.3368 16.9279 -0.1740
H -12.1208 16.4835 1.0704
O -11.2201 19.0854 1.2792
H -10.4767 19.1093 0.6637
H -11.3207 19.9904 1.5903
O -13.1012 21.3125 0.1248
H -13.1375 21.4590 1.0783
H -12.4472 21.9413 -0.2047
O -15.3861 22.1281 -1.4805
H -14.5446 22.1102 -1.0140
H -16.0255 21.9091 -0.7871
O -10.0037 17.5205 -1.2575
H -10.2482 17.9700 -2.0892
H -9.0486 17.4170 -1.2709
O -15.8091 18.4681 -2.1370
H -15.0364 18.9659 -1.8356
H -15.6494 18.3630 -3.0812
O -13.9417 14.9056 -1.8852
H -13.3390 15.3443 -1.2725
H -14.6818 14.6234 -1.3411
O -13.9382 18.8844 2.1203
H -13.0684 18.7662 1.7009
H -13.7853 18.7136 3.0550
O -13.6184 18.5923 -4.4332
H -13.1957 18.2951 -3.6160
H -13.0072 19.2447 -4.7863
O -16.2739 20.6620 0.8445
H -15.4291 20.2427 1.0594
H -16.7334 20.7218 1.6875
O -13.0131 18.8567 -1.4537
H -12.6138 18.0447 -1.0976
H -13.0307 19.4428 -0.6814
```

Properties
HOMO-LUMO gap (eV): 8.93
E (eV): -24960.3777
Structure (SMILES): O.O.O.O.O.O.O.O.O.O.O.O
Spin multiplicity: 1

=====

No. 5
Below is a cluster of 12 separate species, H24O12 in total, with properties calculated with ωB97M-V/def2-TZVPD.

The geometry in XYZ format:
```
36
Properties=species:S:1:pos:R:3
O -0.3360 -4.4594 -2.7381
H -0.0962 -3.6595 -3.2059
H -1.0600 -4.8262 -3.2456
O 4.7847 -0.1336 -1.6309
H 3.8986 -0.2103 -1.9848
H 4.8996 -0.9210 -1.0989
O 1.7896 3.6369 -4.7055
H 2.5897 4.0607 -4.3950
H 1.4195 3.2224 -3.9261
O 3.0277 -3.9485 -0.1440
H 3.4968 -4.5711 -0.6995
H 2.1835 -3.8277 -0.5787
O -0.1754 0.5959 -0.6450
H 0.1717 0.2451 0.1752
H -1.0534 0.2208 -0.7139
O -2.2576 4.3682 -2.1759
H -1.7998 5.2032 -2.2736
H -1.7887 3.9182 -1.4731
O 3.2777 4.1435 2.1537
H 3.6946 3.5020 1.5785
H 3.2858 3.7321 3.0179
O -3.0635 1.9593 3.1490
H -2.5697 1.4764 3.8117
H -3.7346 2.4288 3.6445
O -4.1116 -0.7574 0.2809
H -3.8723 -0.1182 0.9520
H -4.2789 -1.5647 0.7672
O -0.4448 -0.7362 5.2632
H 0.2811 -0.6773 4.6421
H -0.5676 -1.6755 5.4004
O 3.0886 -0.4033 2.8099
H 3.9478 -0.0935 3.0966
H 3.2571 -1.2702 2.4407
O -5.9354 -3.2604 -2.7564
H -5.2998 -2.5548 -2.6372
H -6.6488 -3.0449 -2.1557
```

Properties
HOMO-LUMO gap (eV): 11.18
E (eV): -24958.9689
Structure (SMILES): O.O.O.O.O.O.O.O.O.O.O.O
Spin multiplicity: 1

=====

No. 6
Below is a cluster of 12 separate species, H24O12 in total in a non-equilibrium geometry, with properties calculated with ωB97M-V/def2-TZVPD.

The geometry in XYZ format:
```
36
Properties=species:S:1:pos:R:3
O -0.8973 0.2869 -0.9619
H 0.1183 0.3688 -0.8512
H -0.9594 -0.6402 -1.1570
O 0.6634 -2.6967 -1.1292
H 0.2254 -2.9972 -0.2937
H 1.3226 -3.3362 -1.3564
O -2.3066 2.0780 -2.1090
H -2.2769 2.5147 -2.9728
H -3.2492 2.1197 -1.7533
O 2.9630 1.0954 -2.2152
H 2.8651 0.1201 -2.2532
H 2.2368 1.5799 -2.4686
O 3.0058 -3.0568 -0.1953
H 2.6745 -3.0731 0.7173
H 2.6722 -2.1808 -0.5707
O -3.5655 -3.1060 -1.5908
H -2.9244 -2.5156 -1.2179
H -3.0564 -3.9850 -1.5292
O -2.5670 -1.6166 0.7764
H -2.9243 -1.9108 1.6702
H -3.3094 -1.2729 0.3989
O 1.0355 0.1324 3.1888
H 0.2569 -0.3526 3.3989
H 1.6029 -0.2058 3.9031
O -1.5842 4.6957 0.4774
H -1.1102 4.8126 1.2549
H -1.7669 3.7821 0.1895
O 3.4517 2.9946 -1.0152
H 3.2055 3.5012 -0.2198
H 2.6403 2.9202 -1.5210
O -2.1737 0.9897 2.1612
H -2.7533 1.2010 2.9422
H -2.8246 0.5279 1.6145
O 2.7831 -1.0919 1.4453
H 2.9836 -0.1533 1.6765
H 3.5425 -1.5295 1.5663
```

Properties
HOMO-LUMO gap (eV): 10.43
E (eV): -24956.6285
Structure (SMILES): O.O.O.O.O.O.O.O.O.O.O.O
Spin multiplicity: 1

=====

No. 7
Below is a cluster of 12 separate species, H24O12 in total in a non-equilibrium geometry, with properties calculated with ωB97M-V/def2-TZVPD.

The geometry in XYZ format:
```
36
Properties=species:S:1:pos:R:3
O -0.4602 -0.1888 -0.2173
H -1.3628 -0.2594 -0.5563
H -0.3963 0.5974 0.2582
O -3.6232 0.7782 2.2222
H -4.4352 0.5276 2.6210
H -3.2403 0.0931 1.5734
O -1.8581 -1.3165 1.9345
H -1.0426 -0.9754 2.3242
H -1.6590 -2.2095 1.7210
O 3.5464 -0.7744 -0.4871
H 3.5172 -1.4595 0.2252
H 4.4535 -0.4715 -0.4421
O -5.2925 -0.6300 -0.3553
H -4.8336 -1.0383 -1.0659
H -5.4818 -1.4148 0.2521
O 1.2925 -2.5951 -3.6894
H 1.7939 -3.0886 -4.3588
H 1.6022 -3.0654 -2.9558
O 1.1915 4.2158 -0.5805
H 1.8164 3.4837 -0.7506
H 0.7558 3.7564 0.2409
O 1.5438 1.4162 3.0244
H 1.5921 1.0486 3.9598
H 0.8317 1.9689 2.9939
O 1.7563 0.8184 -3.7442
H 2.1367 0.0006 -4.2134
H 2.0101 0.8857 -2.8230
O 1.1027 -4.9061 0.5119
H 0.4627 -4.2677 0.8549
H 1.6434 -4.3774 -0.0096
O -1.2860 5.3339 0.7049
H -0.7770 6.1431 0.4116
H -1.4874 4.7523 -0.0172
O 1.7616 -0.7649 0.0008
H 1.3518 -0.7740 0.9456
H 1.0740 -1.2425 -0.5138
```

Properties
HOMO-LUMO gap (eV): 9.07
E (eV): -24955.2181
Structure (SMILES): O.O.O.O.O.O.O.O.O.O.O.O
Spin multiplicity: 1

=====

No. 8
Below is a cluster of 12 separate species, H24O12 in total in a non-equilibrium geometry, with properties calculated with ωB97M-V/def2-TZVPD.

The geometry in XYZ format:
```
36
Properties=species:S:1:pos:R:3
O 2.8056 -0.4961 1.5438
H 2.1646 0.0069 1.0598
H 2.3926 -0.7341 2.3618
O -0.4794 2.2969 -2.3052
H -0.7514 3.0809 -2.8432
H -0.0734 2.6929 -1.5432
O 0.7616 0.2709 -0.1662
H 0.6726 -0.4321 -0.8382
H 0.0836 0.0299 0.4098
O -2.0604 0.7849 2.3378
H -2.3594 0.9479 1.4608
H -2.9144 0.7329 2.8098
O 0.4626 -0.0021 3.2758
H 0.7556 -0.9301 3.3458
H -0.3644 -0.0661 2.8538
O -0.3074 -1.9141 -1.9282
H -0.6604 -1.2601 -2.5462
H -1.1284 -2.2171 -1.5022
O -0.5194 -1.9071 1.2798
H -1.2984 -1.9021 0.7018
H -0.1004 -2.7071 1.0238
O -2.5214 1.3229 -0.5242
H -1.8604 1.3439 -1.2412
H -3.3204 1.3969 -1.0142
O 2.6086 -2.2791 -2.4872
H 2.7396 -2.4151 -1.5242
H 3.3546 -1.6871 -2.7162
O -2.7254 -1.3641 -0.4892
H -3.6314 -1.3901 -0.1362
H -2.5774 -0.4331 -0.7782
O 1.7516 0.8819 -3.1602
H 1.1706 1.5219 -2.7922
H 2.4806 0.8209 -2.5522
O 1.7716 2.3379 2.6418
H 1.3956 1.4859 2.5128
H 2.2836 2.1789 3.4698
```

Properties
HOMO-LUMO gap (eV): 9.61
E (eV): -24959.9363
Structure (SMILES): O.O.O.O.O.O.O.O.O.O.O.O
Spin multiplicity: 1

=====

No. 9
Below is a cluster of 12 separate species, H24O12 in total in a non-equilibrium geometry, with properties calculated with ωB97M-V/def2-TZVPD.

The geometry in XYZ format:
```
36
Properties=species:S:1:pos:R:3
O 1.0702 -0.0884 -0.8494
H 0.4786 0.2458 -0.1658
H 1.6487 -0.7002 -0.3803
O 1.0717 4.2157 2.3903
H 0.8501 4.2036 1.4523
H 0.2957 3.8381 2.8195
O 1.8074 -3.2349 3.0546
H 0.9014 -3.0038 3.2889
H 1.7361 -4.1253 2.6926
O -0.3879 -3.7484 -1.6764
H -0.3432 -4.2549 -2.4952
H -0.8221 -4.3443 -1.0555
O -2.8532 -2.6131 0.8811
H -2.8328 -2.6173 1.8447
H -2.8929 -1.6778 0.6515
O 0.7990 4.0255 -1.1589
H 1.5423 3.6879 -0.6466
H 0.8483 3.5411 -1.9907
O -3.0229 -0.4574 -3.7269
H -3.0409 -1.4029 -3.5403
H -2.1064 -0.2045 -3.5686
O 0.9117 -1.8143 -1.8509
H 0.0169 -2.1717 -1.8287
H 1.0058 -1.4732 -2.7475
O 2.5141 1.5631 2.9849
H 2.5599 0.8937 3.6768
H 2.4314 1.0538 2.1708
O -1.8846 3.1374 -1.4785
H -1.9357 2.4688 -0.7862
H -2.1568 3.9510 -1.0393
O -1.9724 -0.6530 3.4140
H -2.3831 -0.5061 2.5545
H -2.6664 -1.0694 3.9374
O 3.0264 0.8667 -1.9790
H 2.3229 1.5246 -2.0141
H 3.4625 0.9438 -2.8351
```

Properties
HOMO-LUMO gap (eV): 8.00
E (eV): -24956.4731
Structure (SMILES): O.O.O.O.O.O.O.O.O.O.O.O
Spin multiplicity: 1

=====

No. 10
Below is a cluster of 12 separate species, H24O12 in total in a non-equilibrium geometry, with properties calculated with ωB97M-V/def2-TZVPD.

The geometry in XYZ format:
```
36
Properties=species:S:1:pos:R:3
O -0.0625 1.2403 0.2919
H 0.6123 0.8516 -0.2761
H -0.1547 0.6077 1.0132
O -1.6909 2.4668 1.6424
H -1.6833 1.9456 0.8316
H -2.4851 3.0076 1.5660
O 3.8249 -1.3848 0.8533
H 3.5111 -1.9829 1.5409
H 3.2276 -1.5438 0.1137
O -4.9951 -0.5233 0.7461
H -5.3409 0.0962 0.0936
H -4.2872 -0.0349 1.1811
O 3.1724 -1.2361 -2.3945
H 3.5720 -1.0425 -3.2500
H 2.9722 -0.3677 -2.0273
O 0.3998 2.2209 3.3040
H 1.0489 1.6968 3.7867
H -0.0926 1.5700 2.7913
O 4.6241 1.4643 -2.9783
H 3.7444 1.1428 -3.2057
H 4.8046 1.0659 -2.1194
O 0.6584 -3.1285 2.3469
H 0.3358 -2.2246 2.4366
H -0.0314 -3.5747 1.8429
O 0.2374 2.3415 -3.9554
H -0.6594 2.6300 -4.1589
H 0.6646 2.2781 -4.8171
O -2.9458 -1.1440 0.0719
H -2.2178 -1.0701 -0.5553
H -3.0112 -2.0899 0.2449
O -2.6231 0.2836 2.3617
H -2.4274 1.0507 2.9115
H -2.3608 -0.4677 2.9054
O -0.0718 -1.6564 -1.7419
H 0.5505 -2.3407 -2.0129
H -0.8201 -2.1479 -1.3850
```

Properties
HOMO-LUMO gap (eV): 9.58
E (eV): -24957.9411
Structure (SMILES): O.O.O.O.O.O.O.O.O.O.O.O
Spin multiplicity: 1

=====

No. 11
Below is a cluster of 12 separate species, H24O12 in total in a non-equilibrium geometry, with properties calculated with ωB97M-V/def2-TZVPD.

The geometry in XYZ format:
```
36
Properties=species:S:1:pos:R:3
O 0.1028 3.8885 2.1916
H 0.3643 3.1050 1.6112
H 0.9281 4.2164 2.6160
O 0.2244 -1.1868 0.0338
H 0.5324 -2.0423 -0.2532
H -0.6317 -0.8708 -0.3159
O -2.6778 -1.9710 2.1322
H -3.6619 -1.8191 2.2459
H -2.4081 -2.2802 2.9698
O 2.5992 1.5843 1.9008
H 3.2719 0.7178 1.9836
H 2.9880 1.7278 2.6695
O -1.0855 1.1878 3.6898
H -0.9068 2.0186 3.2713
H -1.8173 0.7741 3.5161
O -3.2357 -0.1746 -0.3265
H -3.7256 -0.0268 0.4151
H -2.2753 -0.0833 0.0901
O -3.4436 1.7272 -2.9081
H -2.7349 2.3744 -2.5667
H -3.2243 1.0924 -2.2984
O -0.4254 0.1605 -2.5620
H -0.2146 -0.1770 -3.3830
H -0.5464 -0.4819 -1.9892
O 1.9596 -2.5285 -3.2831
H 1.8828 -2.1714 -2.4226
H 2.3486 -1.8160 -3.8313
O 3.4426 -1.2770 0.4132
H 2.8058 -0.7009 0.3733
H 3.3144 -1.6394 1.3105
O 1.8483 0.1280 -4.2989
H 1.4741 0.9902 -4.6192
H 2.3171 0.2471 -3.3836
O 0.5371 -1.6389 2.7093
H 0.7407 -1.7585 1.7322
H 0.4089 -0.5913 2.7203
```

Properties
HOMO-LUMO gap (eV): 10.62
E (eV): -24955.7469
Structure (SMILES): O.O.O.O.O.O.O.O.O.O.O.O
Spin multiplicity: 1

=====

No. 12
Below is a structure of composition H24O12Xe in a non-equilibrium geometry, with properties calculated with ωB97M-V/def2-TZVPD.

The geometry in XYZ format:
```
37
Properties=species:S:1:pos:R:3
Xe 0.2330 -0.0606 -0.5186
O -1.0124 -3.9953 0.3855
H -1.1776 -4.1797 1.3101
H -0.1202 -3.6491 0.3654
O -3.5286 1.6947 0.1381
H -2.7411 2.2388 0.1325
H -3.2734 0.9081 0.6202
O -2.7959 -1.6269 -1.0817
H -2.3530 -2.4352 -0.8232
H -3.7225 -1.8636 -1.1228
O 3.7782 0.0976 0.2197
H 4.4634 -0.3124 0.7476
H 3.4775 -0.5979 -0.3653
O -2.5670 -1.2520 1.5096
H -3.4892 -1.4311 1.6931
H -2.4945 -1.3182 0.5575
O 1.8049 -3.0957 0.4390
H 1.7688 -2.4446 1.1398
H 2.4348 -2.7393 -0.1875
O 1.7048 -1.4525 2.7976
H 2.3896 -1.8934 3.3005
H 1.9961 -0.5424 2.7419
O -1.3361 -0.6979 -3.3982
H -1.8151 -0.7416 -2.5706
H -0.8750 0.1402 -3.3646
O 1.4420 1.1019 -3.7507
H 1.5195 1.8365 -4.3595
H 1.1870 1.5042 -2.9204
O 0.7068 3.6448 -1.1398
H 1.1805 3.8470 -1.9466
H 1.3928 3.4537 -0.5001
O -1.3515 3.5912 0.4589
H -1.0382 3.9171 1.3026
H -0.6056 3.6975 -0.1315
O 1.9399 1.4607 2.9544
H 1.0481 1.3655 3.2888
H 1.8294 1.8300 2.0782
```

Properties
HOMO-LUMO gap (eV): 10.02
E (eV): -33922.2741
Spin multiplicity: 1

=====

| no. | E_LUMO (eV) |
| --- | --- |
| 1 | -0.62 |
| 2 | 0.03 |
| 3 | -0.57 |
| 4 | -0.65 |
| 5 | -0.12 |
| 6 | -0.05 |
| 7 | -0.37 |
| 8 | -0.40 |
| 9 | -0.43 |
| 10 | -0.36 |
| 11 | -0.30 |
| 12 | -0.37 |